62
Properties=species:S:1:pos:R:3:forces:R:3:lowdin_spin:R:1 method="wB97M-V/def2-TZVPD" total_charge=+2 s_squared=0.816 homo_lumo_gap_ev="6.61 / 3.27" mol_weight_g_mol=735.6 total_energy_ev=-71416.2862 spin_multiplicity=2
Ir 0.55193 -0.12424 0.67021 0.2705 -0.2838 1.6654 0.20
O -4.70853 -0.37025 2.50672 -0.4594 0.6514 -1.1308 0.16
C -4.79012 0.27945 1.35357 -0.3748 -0.6686 1.4437 0.15
C -6.07668 0.64795 0.93615 -0.7845 0.2763 -0.4473 0.05
C -6.25279 1.32053 -0.24129 -0.4552 -0.2086 0.5011 0.03
C -5.15443 1.66059 -1.06202 -0.1857 0.0157 0.0342 0.17
C -3.89353 1.30725 -0.66681 0.7235 -0.4313 0.6826 -0.01
C -3.67790 0.60963 0.54397 0.3028 0.5089 -1.3239 0.13
C -2.33278 0.26009 0.91271 2.4100 -0.3943 -0.6039 -0.01
O -1.34764 0.58924 0.11471 -1.9637 1.7189 0.2328 0.07
N -2.06450 -0.40393 2.01981 -1.2238 0.2650 0.2082 0.05
N -0.74165 -0.53559 2.17516 0.7495 -0.2365 -0.6710 0.01
C -0.22359 -0.94809 3.27896 -0.2434 -0.0426 0.2092 -0.03
C 1.20554 -0.82993 3.37531 0.0678 0.0326 -0.1525 0.00
C 1.96013 -1.21335 4.46681 0.1742 -0.0359 0.1482 -0.01
C 3.32200 -0.95826 4.46005 -0.1075 -0.0585 0.1155 0.00
C 3.88920 -0.31492 3.37009 -0.1243 0.0697 -0.1285 -0.01
C 3.08627 0.04192 2.30241 0.0551 -0.0140 0.2806 -0.01
N 1.77202 -0.20819 2.31044 -0.3219 0.2122 -0.5802 0.00
H -3.77984 -0.58432 2.70721 0.6695 -0.1091 0.1113 0.00
H -6.91415 0.38670 1.56804 0.0163 0.0030 0.0250 0.00
H -7.25535 1.59310 -0.54317 0.0198 0.0174 -0.0240 0.00
H -5.31281 2.19494 -1.98725 -0.0139 -0.0122 -0.0398 0.01
H -3.03557 1.55752 -1.27441 0.0327 -0.0371 0.0799 0.00
H -0.86193 -1.25886 4.09619 0.0590 0.0275 0.0474 0.00
H 1.48009 -1.70121 5.30362 0.0156 -0.0194 -0.0043 0.00
H 3.93484 -1.25567 5.30010 -0.0076 0.0057 -0.0023 0.00
H 4.94489 -0.08969 3.33527 0.0091 -0.0211 -0.0062 0.00
H 3.48779 0.52191 1.42714 -0.0033 -0.0145 -0.0568 0.00
Cl -0.71107 -6.58727 -2.50266 -0.0313 -0.1251 -0.0553 0.00
C -0.26016 -5.21592 -1.57599 -0.0214 0.2601 -0.0598 0.00
C 0.27879 -5.38540 -0.29895 0.0878 0.0661 0.2233 0.00
C 0.64710 -4.29601 0.46494 -0.1365 -0.3817 -0.2357 0.00
Cl 1.29323 -4.53502 2.04221 0.0181 -0.0222 0.0404 0.00
C 0.49218 -2.99077 -0.02492 0.3193 0.6933 0.9932 0.00
O 0.87746 -2.03051 0.82514 0.8605 -1.3961 -0.5410 0.01
C -0.04429 -2.83114 -1.30932 -0.0959 0.1845 -0.1227 0.00
C -0.14880 -1.54990 -1.92647 0.2393 -0.0895 -0.0460 0.00
O 0.16441 -0.46124 -1.42784 -0.5266 -0.0948 -0.3666 0.03
C -0.41839 -3.94944 -2.07597 -0.0455 -0.2009 -0.0798 0.00
H 0.40615 -6.38168 0.10381 0.0071 0.0025 -0.0050 0.00
H -0.49985 -1.52337 -2.96299 0.0361 -0.0413 -0.0511 0.00
H -0.82497 -3.80282 -3.06855 0.0112 -0.0104 -0.0010 0.00
O 2.19888 0.61833 -0.44759 -0.0392 -0.0760 -0.5021 0.00
C 2.50887 1.77676 -0.80535 0.0982 -0.3555 0.3013 0.00
C 3.69468 1.99329 -1.68593 -0.0080 0.0300 -0.0081 0.00
C 3.17724 2.74077 -2.94303 0.0136 -0.0097 0.0104 0.00
C 1.71671 2.42486 -3.33615 -0.0041 -0.0477 -0.0279 0.00
C 0.63596 3.26844 -2.63599 0.0178 0.0287 0.0466 0.00
C 0.42477 2.94004 -1.15855 0.0618 -0.0921 -0.0187 0.00
N 1.75741 2.85301 -0.49434 -0.2649 0.3517 -0.0015 0.00
H 4.12774 1.02524 -1.92850 -0.0061 0.0040 0.0047 0.00
H 4.45514 2.58545 -1.17039 -0.0040 -0.0058 0.0083 0.00
H 3.84123 2.48497 -3.76719 -0.0168 -0.0115 -0.0129 0.00
H 3.28186 3.81854 -2.79897 0.0009 0.0094 -0.0153 0.00
H 1.51033 1.35607 -3.19215 0.0045 0.0481 -0.0049 0.00
H 1.61797 2.60159 -4.40667 0.0059 0.0013 -0.0105 0.00
H -0.31672 3.13850 -3.15292 -0.0175 0.0038 -0.0188 0.00
H 0.89165 4.32775 -2.73451 0.0304 -0.0022 -0.0223 0.00
H -0.09981 1.99401 -1.03870 0.1240 0.0777 -0.0251 0.00
H -0.15376 3.70712 -0.64851 -0.0167 0.0032 0.0136 0.00
H 2.26716 3.71144 -0.67666 -0.0085 -0.0188 -0.0233 0.00